A cluster of 3 separate species, C3H13NSi2 in total. Source: the Open Molecules 2025 dataset; level of theory: ωB97M-V with the def2-TZVPD basis set.

CARTESIAN COORDINATES (ANGSTROEM)
C -2.51185 1.29127 -0.75396
C -0.48924 2.71622 -0.71987
C -1.33793 1.51517 -0.33135
N 0.18381 -2.43535 -0.73692
Si 2.40078 -0.90829 0.97937
Si 0.51504 -2.09343 0.85812
H -0.97952 -1.68014 2.17049
H -3.17935 1.81935 -1.35738
H -3.14620 0.60386 -0.28244
H -1.08944 3.40051 -1.37471
H 0.48132 2.18329 -0.95639
H -0.16603 3.21934 0.13254
H -0.70966 0.78910 0.14247
H -0.30544 -3.22539 -1.03683
H 0.86570 -2.24057 -1.42466
H 2.83415 -0.56152 -0.33209
H 2.07690 0.55450 1.56126
H 3.55950 -1.51958 1.77153
H 0.99746 -3.42836 1.69084

Calculated values
Orbital gap (eV): 9.904
Net charge: 0
ΔE to the lowest compared entry with this formula, charge and spin (kJ/mol): 493.4
E_HOMO (hartree): -0.34659
E_tot (eV): -20563.02942

Formally, the Mulliken partial charges of the atoms, in units of the elementary charge, are as follows:
1. C -0.91
2. C -0.91
3. C 0.38
4. N -0.39
5. Si 0.35
6. Si 0.09
7. H -0.05
8. H 0.29
9. H 0.27
10. H 0.31
11. H 0.21
12. H 0.31
13. H 0.02
14. H 0.23
15. H 0.25
16. H -0.14
17. H -0.08
18. H -0.12
19. H -0.11

An isolated molecule of C7H11N3O2. Source: the Open Molecules 2025 dataset; level of theory: ωB97M-V with the def2-TZVPD basis set.

CARTESIAN COORDINATES (ANGSTROEM)
C 3.45647 -1.12834 -0.85799
C 3.31720 0.08761 0.07325
C 1.82636 0.22245 0.42265
N 1.37276 1.26711 1.03614
C 0.03993 1.38580 1.32516
N -1.13051 1.02878 0.95916
C -1.39713 -0.02093 0.05186
C -2.84326 -0.21037 -0.47913
C -3.91185 0.60471 0.25234
N -0.51090 -0.76433 -0.47116
O -0.54932 -1.72351 -1.19201
O 1.00816 -0.79863 0.14271
H 3.06301 -2.02181 -0.37595
H 4.51215 -1.01716 -1.03550
H 2.74066 -0.88766 -1.69078
H 3.47731 1.03565 -0.54222
H 4.00119 0.15787 0.95171
H 0.01403 2.20499 2.16040
H -2.85817 -0.29386 -1.52655
H -3.12639 -1.37598 -0.23137
H -4.77607 0.40992 -0.30119
H -3.61797 1.62291 0.14226
H -4.10767 0.21479 1.18618

Calculated values
SMILES string: CCC1=NC=NC(CC)=[N+]([O-])O1
Orbital gap (spin up / spin down) (eV): 8.179 / 8.178
Net charge: 0
ΔE to the lowest compared entry with this formula, charge and spin (kJ/mol): 589.9
E_HOMO (spin up / spin down) (hartree): -0.32233 / -0.32229
E_tot (eV): -15996.74481

Formally, the Mulliken partial charges of the atoms, in units of the elementary charge, are as follows:
1. C -0.93
2. C -0.29
3. C 0.48
4. N -0.57
5. C 0.14
6. N -0.38
7. C 0.24
8. C -0.48
9. C -1.29
10. N 0.58
11. O -0.64
12. O -0.48
13. H 0.26
14. H 0.38
15. H 0.23
16. H 0.24
17. H 0.35
18. H 0.27
19. H 0.50
20. H 0.27
21. H 0.42
22. H 0.36
23. H 0.32